{
  "formula": "C38H101N7O12",
  "method": "the ωB97M-V functional and the def2-TZVPD basis",
  "elements": ["C", "O", "C", "C", "C", "N", "H", "H", "H", "H", "H", "H", "H", "H", "H", "H", "H", "C", "O", "C", "C", "C", "N", "H", "H", "H", "H", "H", "H", "H", "H", "H", "H", "H", "C", "O", "C", "C", "C", "N", "H", "H", "H", "H", "H", "H", "H", "H", "H", "H", "H", "C", "O", "C", "C", "C", "N", "H", "H", "H", "H", "H", "H", "H", "H", "H", "H", "H", "C", "O", "C", "C", "N", "C", "C", "O", "C", "H", "H", "H", "H", "H", "H", "H", "H", "H", "H", "H", "H", "H", "H", "H", "C", "O", "C", "C", "N", "C", "C", "O", "C", "H", "H", "H", "H", "H", "H", "H", "H", "H", "H", "H", "H", "H", "H", "H", "C", "O", "C", "C", "N", "C", "C", "O", "C", "H", "H", "H", "H", "H", "H", "H", "H", "H", "H", "H", "H", "H", "H", "H", "C", "C", "O", "H", "H", "H", "H", "H", "H", "C", "C", "O", "H", "H", "H", "H", "H", "H"],
  "xyz": [[-9.00272, -11.42753, -5.95731], [-9.64015, -10.18126, -6.30320], [-9.98613, -10.21160, -7.71982], [-10.37438, -8.83462, -8.16951], [-11.51653, -8.23606, -7.44903], [-10.79784, -8.87216, -9.50896], [-9.63959, -12.31023, -6.01533], [-8.71790, -11.42035, -4.90519], [-8.08607, -11.57706, -6.52782], [-9.16654, -10.54696, -8.35535], [-10.81866, -10.89218, -7.89817], [-9.53011, -8.15883, -8.03300], [-12.36457, -8.91858, -7.39337], [-11.75782, -7.23115, -7.79551], [-11.21923, -8.12896, -6.40584], [-11.56750, -9.51742, -9.61554], [-11.20436, -7.97155, -9.71809], [-10.33395, -6.46419, -0.87383], [-11.06218, -5.53477, -1.58600], [-10.34590, -4.96475, -2.67652], [-11.21636, -4.25292, -3.63270], [-10.43300, -3.43131, -4.73157], [-12.08480, -3.36320, -2.80300], [-10.84084, -6.63215, 0.07641], [-9.37725, -6.03052, -0.58272], [-10.31897, -7.45579, -1.32616], [-9.56725, -4.31757, -2.27283], [-9.84127, -5.71947, -3.27973], [-11.91997, -4.90955, -4.14445], [-9.84354, -4.11964, -5.33725], [-9.76326, -2.67058, -4.33055], [-11.02198, -2.91229, -5.48777], [-11.48414, -2.84796, -2.17545], [-12.50821, -4.08506, -2.23756], [-14.98802, -11.78629, -10.12596], [-14.42724, -11.05940, -11.22248], [-14.79974, -11.58097, -12.48241], [-14.57104, -10.44985, -13.53434], [-15.53687, -9.29639, -13.23558], [-14.80076, -10.88404, -14.87870], [-14.65145, -12.81255, -9.97894], [-16.07020, -11.65597, -10.12744], [-14.69923, -11.21771, -9.24199], [-14.20741, -12.45594, -12.75010], [-15.79965, -12.01417, -12.50743], [-13.53560, -10.11203, -13.49140], [-15.13897, -8.81329, -12.34316], [-16.53703, -9.67644, -13.02740], [-15.53592, -8.66250, -14.12229], [-14.13269, -11.62697, -15.02644], [-15.73007, -11.27846, -14.84851], [-14.63523, -1.20658, -15.04497], [-14.53603, -2.43302, -14.28843], [-14.97267, -2.28359, -12.88858], [-14.74078, -3.58219, -12.13110], [-15.00475, -3.43241, -10.64737], [-13.37024, -4.10106, -12.26169], [-13.89335, -0.44759, -14.79670], [-15.63128, -0.76465, -15.07141], [-14.42186, -1.41005, -16.09434], [-14.44067, -1.44747, -12.43472], [-16.02508, -1.99982, -12.88785], [-15.44477, -4.32271, -12.51075], [-14.18451, -3.00394, -10.07141], [-15.26816, -4.37327, -10.16416], [-15.83719, -2.74183, -10.51233], [-12.74463, -3.37356, -11.94632], [-13.14763, -4.16400, -13.24483], [-4.36056, -11.22162, -12.54544], [-5.57803, -12.07385, -12.53601], [-6.29046, -11.73188, -13.72414], [-7.76655, -12.06730, -13.54157], [-7.94619, -13.54124, -13.64665], [-9.18020, -13.93390, -12.95255], [-8.85092, -14.35927, -11.47821], [-7.83841, -15.36107, -11.39278], [-8.30740, -16.68470, -11.49926], [-3.77461, -11.58096, -11.69947], [-4.55248, -10.14970, -12.49797], [-3.75387, -11.42489, -13.42788], [-5.88264, -12.31090, -14.55270], [-6.17824, -10.67510, -13.96646], [-8.36932, -11.64456, -14.34535], [-8.12070, -11.67888, -12.58669], [-7.20614, -13.89282, -13.05605], [-9.59362, -14.77235, -13.51307], [-9.87862, -13.10752, -13.08447], [-9.71660, -14.54578, -10.84268], [-8.36683, -13.49811, -11.01760], [-8.80640, -16.90055, -10.55454], [-7.50310, -17.40045, -11.66934], [-9.00361, -16.88951, -12.31256], [-7.65098, -20.47774, 1.07347], [-7.07091, -19.74287, 0.04884], [-7.93383, -18.69337, -0.51536], [-7.39358, -18.32851, -1.90526], [-7.76532, -19.19924, -2.99462], [-7.11047, -18.81573, -4.26549], [-7.01503, -19.93642, -5.38218], [-6.05406, -20.85882, -4.93084], [-5.63996, -21.78372, -5.88740], [-8.46884, -21.14660, 0.80544], [-8.03059, -19.80695, 1.84420], [-6.83580, -21.08779, 1.46258], [-7.85223, -17.85715, 0.17903], [-8.98137, -18.94126, -0.68657], [-6.30837, -18.27843, -1.81630], [-7.74438, -17.33529, -2.18554], [-7.56065, -20.17290, -2.82081], [-6.05878, -18.57866, -4.10474], [-7.54096, -17.89781, -4.66576], [-6.57503, -19.44755, -6.25138], [-7.99823, -20.31565, -5.66076], [-4.98019, -22.34044, -5.22192], [-5.05424, -21.39819, -6.72192], [-6.42770, -22.48459, -6.16370], [-4.19770, -5.41809, -7.92520], [-3.64151, -4.21579, -7.45250], [-4.41604, -3.08828, -7.91974], [-3.88441, -1.75396, -7.33563], [-4.13047, -1.69752, -5.88220], [-3.53714, -0.59503, -5.12896], [-4.13943, 0.76310, -5.47160], [-3.79331, 1.73864, -4.54395], [-2.57244, 2.36002, -4.80616], [-5.00196, -5.60911, -7.21472], [-3.60663, -6.32415, -7.79179], [-4.44205, -5.42117, -8.98745], [-5.45552, -3.24709, -7.63274], [-4.42703, -3.03139, -9.00820], [-4.38137, -0.90274, -7.80097], [-2.81784, -1.71709, -7.55736], [-3.83008, -2.58000, -5.49347], [-2.45131, -0.67061, -5.07120], [-3.85880, -0.87175, -4.12493], [-5.22326, 0.76019, -5.35580], [-3.84816, 1.07533, -6.47449], [-2.35754, 2.99737, -3.94842], [-2.55131, 3.08341, -5.62126], [-1.78557, 1.63869, -5.02668], [-6.14365, -11.50457, 0.67886], [-7.61404, -11.77506, 0.94420], [-7.77673, -13.07671, 1.44425], [-5.85827, -12.02368, -0.23611], [-5.45838, -11.86973, 1.44382], [-5.91657, -10.45198, 0.50975], [-8.26937, -11.62827, 0.08566], [-7.90077, -11.03436, 1.69070], [-8.69296, -13.34829, 1.35272], [-2.43481, -14.99336, -5.76133], [-3.74196, -14.17858, -5.72244], [-4.60425, -14.89606, -6.61981], [-2.55919, -16.06214, -5.58719], [-1.70761, -14.66292, -5.01964], [-1.96015, -14.87534, -6.73543], [-3.69992, -13.17798, -6.15271], [-4.16063, -14.19519, -4.71620], [-4.23139, -14.88523, -7.50438]],
  "forces_ev_per_angstrom": [[0.034, 0.558, 0.630], [0.251, -1.371, -1.242], [0.181, 0.269, 1.071], [-0.198, 0.533, 0.778], [-0.116, 0.150, 3.056], [0.489, -0.291, -2.873], [-0.360, 0.075, -0.598], [0.013, 0.532, 0.049], [-0.048, -0.052, -0.243], [0.342, -0.128, 0.206], [-0.255, -0.250, 0.166], [0.351, -0.083, -0.271], [-0.292, 0.170, -0.472], [-0.217, -0.206, -0.251], [-0.152, 0.261, 0.394], [-0.124, -0.273, -0.036], [0.087, 0.094, -0.406], [-0.108, -0.265, 1.371], [-0.796, 0.652, -1.271], [1.307, -1.331, -0.261], [-0.992, 2.921, -0.589], [-0.006, -0.902, 0.359], [-0.137, -0.521, -1.068], [-0.265, 0.148, 0.075], [0.520, -0.454, -0.318], [0.602, 0.065, -0.474], [0.128, 0.349, 0.024], [0.348, -0.621, 0.306], [0.204, -0.307, 0.000], [0.335, -0.148, 0.162], [0.053, -0.155, 0.356], [-0.701, -0.123, 0.471], [0.121, 0.227, 0.188], [-0.607, 0.451, 0.652], [0.114, 1.617, 0.401], [-0.393, -1.017, 0.333], [1.053, 0.507, -0.624], [-0.922, 0.049, 1.192], [1.060, -0.346, 0.161], [0.072, -0.462, -0.169], [-0.052, -0.125, -0.505], [-0.245, -0.624, -0.292], [0.314, -0.116, 0.108], [0.675, -0.154, 0.040], [-0.665, 0.625, 0.130], [0.031, 0.077, 0.368], [-0.409, 0.429, -0.110], [-0.082, 0.036, -0.075], [-0.136, 0.301, 0.311], [-0.144, -0.411, -0.593], [-0.235, -0.369, -0.647], [0.162, -0.692, -0.355], [-0.443, 1.058, 0.743], [0.270, 0.231, -1.432], [0.717, -0.238, 0.173], [-0.764, 0.546, 0.399], [-0.309, 0.038, -0.470], [0.012, 0.002, 0.691], [-0.196, -0.052, 0.541], [0.052, -0.577, 0.047], [0.366, 0.074, 0.134], [-0.261, -0.118, 0.015], [0.132, -0.133, -0.221], [0.289, 0.021, -0.304], [0.062, -0.038, -0.192], [-0.256, -0.037, 0.194], [0.208, 0.156, 0.381], [-0.034, -0.254, -0.331], [-0.522, -1.939, 0.552], [1.456, 2.124, -0.602], [-0.844, -0.322, 0.161], [0.356, -0.874, -0.730], [0.173, 0.980, 0.826], [0.529, -1.049, -0.009], [0.359, 1.165, -0.483], [-0.239, 0.162, -0.787], [-0.428, -0.286, 0.375], [-0.075, 0.351, 0.123], [-0.383, -0.086, 0.179], [-0.157, -0.046, -0.279], [0.001, -0.056, -0.250], [0.005, 0.183, 0.124], [0.076, 0.363, 0.002], [0.017, 0.194, 0.190], [0.415, -0.575, -0.150], [-0.223, -0.219, 0.160], [-0.275, -0.083, 0.643], [-0.251, -0.545, -0.183], [0.033, 0.200, 0.030], [-0.148, -0.493, 0.048], [0.351, 0.394, 0.282], [-0.234, 0.478, -0.202], [0.254, -0.076, 0.714], [-1.191, 0.838, -1.786], [1.168, -0.551, -0.560], [0.477, 0.163, 0.462], [-0.459, -0.511, -1.180], [0.263, -0.927, -0.334], [0.278, 2.074, 1.201], [-1.162, 0.603, 0.088], [0.752, -1.201, 1.577], [-0.144, -0.003, -0.510], [-0.002, 0.016, 0.378], [-0.161, -0.032, 0.288], [-0.166, 0.257, -0.143], [-0.126, -0.644, 0.566], [0.390, 0.209, 0.091], [-0.046, 0.206, 0.205], [0.229, -0.029, 0.313], [0.339, 0.138, 0.247], [-0.372, -0.103, -0.079], [-0.247, 0.281, -0.324], [-0.021, -0.593, 0.174], [0.490, -0.637, -0.732], [-0.314, 0.328, -0.179], [-0.219, 0.211, -0.480], [-0.471, -0.604, 0.976], [0.667, 1.057, -0.786], [0.158, 0.274, 0.544], [-0.124, -1.048, 0.720], [-0.261, -0.089, -1.158], [-0.877, -1.268, 0.693], [-0.208, -0.389, 0.032], [0.435, 0.764, 0.370], [0.559, 0.655, 0.382], [-0.990, -0.228, -0.744], [1.003, 0.532, 0.190], [-0.483, 0.358, 0.038], [-0.212, 0.102, 0.271], [0.349, -0.107, -0.221], [-0.042, -0.149, -0.217], [0.315, 0.180, -0.206], [0.034, -0.019, 0.133], [0.382, 0.593, -0.498], [0.044, 0.578, 0.377], [-0.084, -0.679, -0.593], [-0.153, 0.071, -0.282], [0.349, -0.430, 0.253], [-0.629, -0.110, -0.614], [0.231, -0.047, 0.343], [0.251, -0.467, -1.121], [0.288, 0.905, 0.678], [0.150, -0.688, 0.156], [0.166, -0.070, -0.095], [-0.416, -0.023, 0.312], [-0.284, 0.081, 0.104], [0.304, 0.164, -0.339], [-0.455, 0.036, 0.270], [-0.008, 0.061, 0.029], [0.620, 0.986, 0.390], [0.517, -1.750, -1.313], [-1.185, -0.079, 0.508], [-0.552, 0.131, 0.000], [0.087, 0.207, 0.060], [0.025, -0.014, -0.097], [0.610, 0.281, 0.665], [-0.296, 0.114, -0.255], [0.150, 0.117, 0.046]],
  "mulliken_charge": [-0.780, -0.268, -0.665, 0.520, -1.423, -0.695, 0.298, 0.254, 0.320, 0.364, 0.289, 0.266, 0.272, 0.487, 0.289, 0.195, 0.281, -0.768, -0.323, -0.603, 0.402, -1.418, -0.811, 0.270, 0.328, 0.267, 0.345, 0.369, 0.249, 0.345, 0.319, 0.355, 0.293, 0.381, -0.822, -0.190, -0.772, 0.332, -1.416, -0.744, 0.325, 0.360, 0.200, 0.348, 0.396, 0.392, 0.303, 0.302, 0.430, 0.274, 0.280, -0.780, -0.306, -0.782, 0.449, -1.336, -0.684, 0.309, 0.298, 0.276, 0.372, 0.375, 0.265, 0.331, 0.299, 0.359, 0.258, 0.300, -0.817, -0.234, -0.751, -0.438, -0.464, -0.649, -0.485, -0.304, -0.741, 0.241, 0.318, 0.328, 0.335, 0.480, 0.380, 0.284, 0.318, 0.246, 0.440, 0.436, 0.241, 0.303, 0.246, 0.285, -0.728, -0.295, -0.669, -0.553, -0.396, -0.644, -0.587, -0.263, -0.781, 0.290, 0.296, 0.238, 0.411, 0.347, 0.375, 0.375, 0.278, 0.325, 0.379, 0.395, 0.347, 0.258, 0.293, 0.309, -0.734, -0.341, -0.635, -0.517, -0.325, -0.656, -0.351, -0.377, -0.669, 0.297, 0.271, 0.289, 0.377, 0.409, 0.366, 0.290, 0.234, 0.353, 0.296, 0.233, 0.365, 0.265, 0.267, 0.293, -1.041, -0.111, -0.518, 0.249, 0.304, 0.332, 0.272, 0.213, 0.301, -0.977, -0.165, -0.515, 0.260, 0.330, 0.313, 0.219, 0.245, 0.289],
  "charge": 0,
  "e_homo_ev": -8.56,
  "gap_ev": 8.849,
  "relative_energy_kj_mol": 356.8,
  "largest_force_ev_per_a": 3.14,
  "smiles": "COC[C@H](C)N.COC[C@H](C)N.COC[C@H](C)N.COC[C@H](C)N.COCCNCCOC.COCCNCCOC.COCCNCCOC.CCO.CCO",
  "lumo_ev": 0.29
}